# 1
This record from the OMol25 dataset describes a cluster of 2 separate species, C24H27N3O3 in total at a distorted geometry. The level of theory is ωB97M-V with the def2-TZVPD basis set.

As for the max |F|: 0.07678 Eh/bohr. For the energy above the lowest of the compared OMol25 structures with the same formula, charge and spin, the calculation gives 188.3 kcal/mol. As for the net charge: 0. For the LUMO energy, the calculation gives -0.900 eV. Its HOMO energy is -6.16 eV. The value obtained for the total energy is -1320.509649 Ha.

The geometry in XYZ format:
```
57
Properties=species:S:1:pos:R:3:forces:R:3
H -0.371 -1.493 1.716 -0.06 0.49 0.05
O 2.533 -3.032 2.601 -1.22 0.34 -2.01
H -0.844 -1.811 4.102 0.35 -0.06 0.14
H 3.285 0.708 5.221 -0.16 0.04 0.01
O -1.409 -0.560 -0.111 0.70 2.10 -0.32
H -2.937 -0.336 -1.345 -0.09 0.16 -0.13
H -0.064 -1.689 6.466 0.12 0.18 -0.16
H -3.531 2.573 -3.559 0.14 -0.09 -0.09
H -0.449 4.185 1.748 0.04 -0.44 -0.10
C -2.125 1.154 -2.692 -0.32 -0.38 -0.39
H -0.322 -3.931 -2.778 0.20 -0.03 -0.02
C 1.661 -0.464 6.009 -0.44 -0.26 -0.74
H -3.705 -0.259 -2.950 0.07 0.17 0.18
C 0.783 -3.087 -1.146 0.03 0.30 -1.09
C -1.740 3.468 -1.732 -0.28 -0.18 -0.68
C -1.000 0.258 -3.174 0.25 -0.20 -0.18
H -2.217 3.986 -2.562 0.29 -0.42 0.39
H 2.850 -1.239 0.883 -0.46 -0.69 0.28
C 2.361 0.188 4.988 0.13 -0.14 -0.01
H 2.448 0.665 2.876 0.12 -0.21 0.19
C 0.346 -0.695 1.938 0.09 -1.65 0.24
C -0.977 1.765 -0.498 -0.17 1.19 -0.47
N 1.792 -2.962 1.552 0.32 -0.45 2.13
H 1.225 1.090 1.052 -0.55 -0.52 0.33
H -3.038 1.247 -4.615 0.15 0.21 0.26
C 1.779 -2.167 -0.741 -0.46 -0.53 -1.14
C 1.999 -1.900 0.651 0.86 -1.02 1.11
C -2.676 1.955 -3.858 -0.05 0.25 -0.45
H 2.894 -1.271 -3.855 0.02 -0.23 0.10
C 1.932 0.122 3.664 -0.56 -0.26 0.53
C -3.275 0.336 -2.133 -0.42 -0.38 0.12
C -0.644 0.444 0.068 0.28 -3.57 1.67
H -1.055 5.022 -0.335 -0.05 -0.04 0.09
H -0.632 -0.388 -2.378 0.03 -0.03 -0.07
C -1.185 3.997 -0.633 0.15 -0.50 0.46
N -1.614 2.089 -1.653 0.12 0.19 0.34
C 0.513 -3.292 -2.502 0.27 0.34 0.29
C -0.178 3.160 1.447 0.54 0.43 1.01
H 0.243 -3.624 -0.383 -0.16 0.24 -0.29
C 0.076 -1.286 4.367 0.15 0.45 -0.84
C 2.319 -1.804 -3.100 -0.43 -0.01 -0.04
H 0.922 3.106 1.405 -0.51 -0.03 0.12
N -0.750 2.936 0.141 0.00 0.18 -0.43
H -0.171 0.849 -3.574 -0.05 -0.06 0.01
H -4.056 0.996 -1.743 -0.01 -0.03 -0.04
H -0.560 2.446 2.197 0.23 0.27 -0.52
C 0.448 0.307 1.030 -1.32 3.18 -1.83
O 0.812 -3.764 1.420 1.55 1.09 0.46
H 2.021 -0.462 7.033 -0.03 0.13 -0.14
H -1.912 2.583 -4.331 -0.12 -0.05 0.03
C 0.793 -0.640 3.334 0.82 0.24 0.19
C 1.255 -2.634 -3.487 0.15 0.25 0.05
H -1.386 -0.384 -3.978 0.14 0.15 0.23
H 1.003 -2.743 -4.549 0.16 -0.03 0.45
C 0.493 -1.171 5.685 0.35 -0.06 0.20
H 3.439 -0.964 -1.447 -0.24 -0.06 -0.16
C 2.594 -1.585 -1.755 -0.64 0.04 0.68
```
Forces are in eV/Å.



# 2
This record from the OMol25 dataset describes a structure of composition C2H4BiO2 at a distorted geometry. The level of theory is ωB97M-V with the def2-TZVPD basis set.

The expectation value of S² is 0.758. As for the max |F|: 0.05641 Eh/bohr. As for the spin multiplicity: 2. As for the net charge: 0. For the LUMO energy (alpha / beta), the calculation gives 0.199 / -1.289 eV. Its HOMO energy (alpha / beta) is -7.43 / -7.76 eV. The value obtained for the total energy is -443.549001 Ha.

The geometry in XYZ format:
```
9
Properties=species:S:1:pos:R:3:forces:R:3
H -1.979 -0.099 0.927 0.43 -0.29 -0.21
O -1.857 0.557 0.238 0.65 0.22 -2.34
C -0.033 -0.878 -0.484 -2.63 0.32 1.18
Bi 2.617 0.078 0.672 0.77 2.26 0.76
O 1.237 -1.058 -0.180 0.18 -1.82 -1.94
C -0.669 0.313 -0.541 -0.15 0.16 1.45
H -0.167 1.197 -0.951 -0.50 -0.01 0.69
H 1.537 1.653 0.696 0.71 -0.98 0.09
H -0.686 -1.764 -0.377 0.53 0.13 0.31
```
Forces are in eV/Å.



# 3
This record from the OMol25 dataset describes a cluster of 8 separate species, C6H28N12O8 in total at a distorted geometry. The level of theory is ωB97M-V with the def2-TZVPD basis set.

As for the max |F|: 0.10555 Eh/bohr. For the energy above the lowest of the compared OMol25 structures with the same formula, charge and spin, the calculation gives 44.7 kcal/mol. As for the net charge: 0. For the LUMO energy, the calculation gives -0.139 eV. Its HOMO energy is -8.96 eV. The value obtained for the total energy is -1504.589179 Ha. As for the SMILES: NC(N)=O.NC(N)=O.NC(N)=O.NC(N)=O.NC(N)=O.NC(N)=O.O.O.

The geometry in XYZ format:
```
54
Properties=species:S:1:pos:R:3:forces:R:3
O 14.150 4.951 21.264 -3.78 -1.17 -0.76
C 6.675 4.697 22.641 -2.20 -4.51 2.08
N 13.038 5.466 18.806 -0.70 -1.56 2.69
H 16.981 5.912 21.780 0.00 -0.28 -0.18
H 6.650 6.617 23.270 -0.06 -0.20 -0.05
H 12.240 6.543 27.504 -0.52 -0.12 0.17
H 12.738 7.371 22.838 -0.20 -0.17 0.10
N 10.130 4.511 23.797 -1.59 -1.54 2.51
N 7.164 5.127 21.528 1.91 1.13 -3.18
H 12.420 5.480 22.027 0.01 0.19 -1.11
H 13.936 7.160 16.497 -0.93 -0.02 -0.93
C 15.147 5.135 21.898 0.80 0.65 1.45
O 15.015 6.503 18.401 1.33 0.49 0.92
H 10.581 3.497 28.109 0.37 0.46 -0.43
C 11.791 2.154 26.578 -0.02 -0.79 0.38
H 10.602 5.599 21.869 0.79 -0.14 -0.63
O 10.564 2.254 26.484 0.33 0.40 -0.62
H 12.064 5.342 18.566 0.48 0.00 0.19
H 12.539 3.475 25.278 -0.08 0.66 -0.07
H 7.321 6.122 21.460 0.19 -0.39 -1.04
C 11.396 4.751 23.476 0.52 0.08 1.42
N 10.485 4.266 28.757 -1.84 -3.63 1.46
H 13.728 2.869 26.319 -0.46 -0.50 0.03
N 16.225 5.480 21.269 4.10 1.41 -1.67
O 13.538 7.894 22.794 0.03 0.37 0.18
H 9.298 4.837 23.326 0.53 -0.14 -0.35
C 10.888 5.500 28.606 -0.03 2.37 -0.66
O 12.423 4.576 24.187 -1.39 0.15 -1.25
N 12.744 2.923 26.100 0.76 3.00 -1.62
H 9.800 4.029 29.461 0.09 0.66 -0.02
H 13.375 1.379 27.469 -0.44 -1.01 0.28
H 11.947 4.982 26.886 -0.02 -0.14 0.38
N 11.464 5.295 22.298 0.95 1.50 -1.88
H 14.048 7.494 22.089 0.14 -0.09 -0.31
H 10.072 8.567 21.233 0.19 0.29 -0.04
H 7.288 4.419 20.819 0.17 0.64 -0.19
H 9.659 7.368 22.061 0.07 0.13 0.36
O 10.505 6.479 29.224 -0.30 0.12 1.22
O 9.543 7.770 21.199 -0.33 -0.37 -0.17
O 6.405 3.498 22.838 0.38 1.15 -0.02
H 16.174 5.742 20.295 -0.36 -0.07 -0.15
N 12.414 1.184 27.226 -0.41 -2.59 1.84
H 5.945 5.602 24.384 0.17 -0.85 -0.34
N 13.318 6.536 16.996 -0.50 2.29 -3.90
H 13.442 5.069 19.642 -0.44 -0.16 0.32
N 15.265 5.091 23.232 -0.32 -0.45 0.78
C 13.866 6.232 18.120 0.21 -1.59 1.15
H 9.938 3.848 24.534 0.03 0.15 0.35
N 11.765 5.659 27.613 2.10 0.43 -2.13
H 11.826 0.445 27.583 0.63 0.08 0.53
H 16.071 5.544 23.639 -0.53 -0.23 0.29
N 6.453 5.656 23.512 -0.43 3.16 2.70
H 12.392 6.201 16.775 0.55 0.61 -0.57
H 14.389 4.947 23.712 0.05 0.16 0.49
```
Forces are in eV/Å.



# 4
This record from the OMol25 dataset describes a cluster of 6 separate species, C6H24O6 in total. The level of theory is ωB97M-V with the def2-TZVPD basis set.

As for the max |F|: 0.01459 Eh/bohr. For the energy above the lowest of the compared OMol25 structures with the same formula, charge and spin, the calculation gives 83.8 kcal/mol. As for the net charge: 0. For the LUMO energy, the calculation gives 0.365 eV. Its HOMO energy is -9.74 eV. The value obtained for the total energy is -694.318871 Ha. As for the SMILES: CO.CO.CO.CO.CO.CO.

The geometry in XYZ format:
```
36
Properties=species:S:1:pos:R:3:forces:R:3
C -4.805 -0.535 -0.829 -0.19 -0.12 -0.40
H -1.446 4.196 -2.853 0.02 0.01 0.20
H 1.413 -0.657 3.790 -0.18 -0.01 -0.07
H 1.717 0.995 4.245 -0.34 0.23 0.03
H 3.299 1.481 -0.607 0.15 0.04 0.11
H 0.527 3.200 -2.385 0.01 -0.04 -0.07
C -0.555 0.057 0.012 -0.13 0.04 -0.05
O 0.119 1.299 0.205 -0.31 -0.47 -0.19
H -1.641 0.195 -0.014 0.05 -0.02 0.05
O 2.004 0.605 2.270 -0.01 -0.10 -0.23
C 1.275 0.381 3.459 0.53 -0.51 0.11
H 2.005 -3.703 0.752 0.27 -0.22 0.21
H 4.302 -0.682 -2.062 -0.01 -0.05 0.05
H -3.809 -0.296 -1.208 -0.01 0.05 0.01
H 2.455 -3.228 2.443 0.17 -0.07 -0.09
C -1.358 3.113 -2.931 -0.02 -0.15 -0.57
O 4.504 0.115 -1.570 -0.12 0.27 -0.02
H -1.328 2.852 -3.996 0.02 0.04 0.11
H 0.211 0.563 3.323 -0.06 0.21 0.20
C 1.665 -3.274 1.698 -0.45 0.41 -0.44
H 1.368 -2.250 1.452 0.04 -0.01 0.23
H -0.058 1.817 -0.600 0.22 0.10 0.16
O -5.559 -1.304 -1.760 0.01 -0.25 0.09
O -0.211 2.595 -2.266 -0.02 0.12 0.16
H 3.623 -0.028 0.295 -0.21 0.11 0.13
H -0.317 -0.610 0.841 0.01 0.07 0.03
H 1.378 0.689 1.539 0.14 0.33 -0.05
H -2.240 2.641 -2.507 0.01 0.04 0.16
H -4.691 -1.153 0.058 -0.03 0.09 0.10
H -5.431 -0.984 -2.655 0.08 0.17 0.04
H 0.772 -4.464 2.956 -0.07 -0.06 -0.02
H -5.345 0.383 -0.584 0.15 0.06 0.15
O 0.521 -3.977 2.169 0.06 0.01 0.12
H 2.475 0.008 -1.081 -0.01 -0.04 0.13
C 3.414 0.402 -0.683 0.19 -0.33 -0.40
H -0.254 -0.441 -0.916 0.06 0.07 0.03
```
Forces are in eV/Å.



# 5
This record from the OMol25 dataset describes a cluster of 8 separate species, C3H25N2O8 in total at a distorted geometry. The level of theory is ωB97M-V with the def2-TZVPD basis set.

As for the max |F|: 0.05196 Eh/bohr. For the energy above the lowest of the compared OMol25 structures with the same formula, charge and spin, the calculation gives 31.5 kcal/mol. As for the net charge: +1. For the LUMO energy, the calculation gives -2.445 eV. Its HOMO energy is -12.54 eV. The value obtained for the total energy is -840.488141 Ha.

The geometry in XYZ format:
```
38
Properties=species:S:1:pos:R:3:forces:R:3
H -0.547 3.531 2.933 0.04 0.14 -0.01
O -0.538 0.482 2.983 -0.58 -0.18 0.66
H -1.599 1.465 -0.415 -1.10 -1.02 0.27
H 1.866 1.369 -0.554 0.01 -0.41 -0.53
H -0.914 3.724 1.457 -0.04 0.12 0.02
N 1.198 0.549 1.168 0.69 -0.10 -0.56
H 1.483 -1.716 -0.756 0.03 0.39 0.53
H 3.928 -1.057 0.244 -0.04 0.04 -0.01
C -0.062 0.357 -1.066 0.82 1.25 1.27
H 2.014 1.037 1.546 -0.42 0.81 -0.38
H -0.095 1.117 -1.853 0.09 -0.25 0.06
H 1.412 -0.342 1.624 -0.94 -0.24 -0.20
H -1.532 -0.295 0.053 -1.59 0.68 0.16
H 2.682 -0.766 -1.539 0.11 0.23 0.16
H 3.662 2.978 0.829 -0.04 0.07 0.04
H 4.529 2.251 -0.162 0.60 -0.03 -0.39
H -1.321 -3.449 -0.032 -0.18 -0.01 0.05
H -3.491 1.124 -0.884 -0.54 -0.44 -0.35
C 1.327 0.449 -0.330 0.26 -0.62 0.02
H -4.411 -1.407 -1.338 -0.29 0.16 0.12
H -3.923 2.139 -2.007 -0.50 -0.08 -0.11
H -0.874 -0.422 2.996 -0.03 -0.02 0.14
O -3.720 -1.073 -0.758 0.24 -0.11 -0.53
O 3.716 2.161 0.322 -0.46 0.12 0.50
H 1.075 -3.897 -2.701 0.76 -0.04 -0.66
O 3.005 -1.103 0.505 0.10 -0.23 -0.07
H -2.957 -1.626 -1.029 -0.44 0.20 0.62
C 2.143 -0.842 -0.588 0.13 0.16 -0.69
H -0.161 -4.717 -2.349 0.00 -0.08 -0.07
N -1.141 0.622 -0.085 2.50 -0.33 -0.90
H -1.333 1.015 2.880 -0.09 0.12 0.05
H -1.041 -2.770 -1.358 -0.15 -0.38 0.15
O 0.339 -3.931 -2.111 -0.63 0.13 0.60
O -1.737 -2.876 -0.685 0.66 0.25 -0.25
H -0.089 -0.624 -1.535 -0.45 -0.08 -0.02
H 0.258 0.943 1.416 0.69 -0.40 0.09
O -3.223 1.877 -1.418 0.78 0.50 0.25
O -0.179 3.516 2.043 0.04 -0.33 -0.04
```
Forces are in eV/Å.